{
  "formula": "C33H37BrI2N5O2ReS",
  "method": "wB97M-V/def2-TZVPD",
  "elements": ["C", "C", "H", "C", "H", "H", "H", "C", "C", "H", "C", "H", "H", "C", "C", "C", "H", "H", "C", "Re", "H", "H", "C", "C", "H", "H", "C", "C", "S", "H", "C", "I", "H", "C", "H", "H", "H", "C", "C", "H", "H", "H", "H", "C", "H", "H", "C", "H", "C", "H", "O", "C", "O", "C", "C", "C", "C", "N", "H", "C", "H", "C", "H", "Br", "C", "N", "C", "H", "N", "H", "H", "N", "C", "I", "H", "N", "C", "H", "H", "H", "C", "H"],
  "coordinates": [[1.4035, 4.0269, 4.7273], [-3.7941, -0.9567, 4.3977], [-4.7109, -2.2532, 5.8188], [1.9518, -1.8305, -6.1110], [-3.7874, -1.6867, 0.3198], [3.2267, 1.9375, 0.9967], [-3.7531, 4.4529, 0.2014], [-5.4406, -0.5364, -0.4094], [-4.0091, -2.1864, 5.0025], [-5.2428, 2.7741, -1.0178], [-5.8511, 0.7317, -0.8090], [-0.0659, -2.6689, 0.5091], [2.5640, -2.0437, -6.9831], [-2.4383, -3.2532, 3.4770], [-3.3463, -3.3132, 4.5628], [2.8605, -1.4294, -4.9459], [3.0295, 0.6486, -5.5501], [4.3327, -2.9122, -5.5156], [3.0125, 0.1237, -0.1710], [-1.3847, 0.2516, 1.1612], [5.0603, 0.2579, 0.4741], [1.2678, -1.0253, -6.3726], [2.7014, 1.6008, 0.1066], [-2.9030, -0.8161, 3.3291], [1.3820, -2.7274, -5.8783], [0.1062, -1.5592, -4.4097], [-0.7363, -2.8420, 1.3389], [1.9701, 3.7322, 3.3411], [0.2620, 1.2852, 2.6483], [4.2157, -0.4206, -6.2959], [2.7697, -0.6627, -2.5502], [-4.7969, 0.7878, 4.9838], [1.0219, 5.0441, 4.7831], [0.7033, -1.2044, -3.5882], [3.8408, -0.6020, -2.6105], [0.5936, 3.3384, 4.9539], [2.3730, 2.7181, 3.3110], [3.7923, -2.6101, -4.6226], [2.1706, -0.3151, -1.3606], [-6.8532, 0.8915, -1.1709], [-2.0498, 4.5787, -0.2504], [2.8696, -1.7957, 0.8123], [3.0130, 2.2139, -0.7363], [-2.2226, -1.9884, 2.8757], [1.6346, 1.7408, 0.2546], [-1.8647, -5.3278, 3.3363], [0.1148, 2.8800, 1.9521], [1.6192, -0.6487, 1.3158], [-0.9032, -4.1291, 1.8532], [-0.3724, -4.9520, 1.4058], [0.0819, 0.0392, -0.2269], [-2.9608, 4.0065, -0.3991], [-2.6822, 0.3047, 2.7448], [-3.6648, 1.5430, -0.2412], [-2.7184, 2.5958, 0.0126], [-4.1433, -0.7049, 0.0337], [2.6650, -0.7518, 1.0411], [-1.6501, 2.2421, 0.6911], [-3.2524, 4.0484, -1.4462], [0.0694, -0.8606, -2.4155], [0.7592, 4.7606, 1.9507], [3.6833, -0.2026, -5.3739], [2.1778, 3.9065, 5.4804], [-1.8193, -1.0581, -2.3351], [-1.7414, -4.3388, 2.9226], [-3.2732, 0.2963, 0.1158], [0.7363, -0.3601, -1.2673], [2.7677, 4.4384, 3.1039], [-1.3794, -1.7941, 1.8289], [4.5205, -2.3489, -3.8586], [-6.1089, -1.3798, -0.4527], [-0.8165, 3.1915, 1.0835], [2.0835, -1.0890, -3.6908], [-3.7245, -5.1446, 5.5440], [3.2123, -3.4596, -4.2688], [0.9620, 3.8403, 2.3133], [4.5185, -0.0193, -0.4269], [4.4165, 0.0776, -4.6223], [3.2662, -0.4640, 1.8992], [4.7810, -1.0466, -0.6708], [-4.9551, 1.7757, -0.7327], [4.8526, 0.6370, -1.2274]],
  "lumo_energy_ha": [-0.1724, -0.1668],
  "gap_ha": [0.2025, 0.2075],
  "charge": 1,
  "multiplicity": 2
}